[1]
44
Properties=species:S:1:pos:R:3 method="wB97M-V/def2-TZVPD" orbital_gap_ev=8.30 max_force_ev_per_a=2.81 multiplicity=1 homo_energy_ev=-8.6 e_lumo_ev=-0.30 smiles="CS[C@H]1S[C@H](C(=O)c2ccc(Cl)cc2)[C@@H]2CC(C)(C)CC(=O)[C@H]12"
Cl -5.633 2.293 -4.863
S -0.806 1.581 0.613
S 1.551 3.237 1.448
O -1.695 -1.643 -1.205
O 3.956 0.905 1.208
C -4.571 1.610 -3.725
C -3.578 2.356 -3.080
C 0.896 1.544 1.314
C 0.656 -1.533 0.867
C 0.343 3.941 2.663
C -2.668 1.753 -2.189
C -2.711 0.334 -1.995
C 1.988 -2.176 1.251
C 2.981 -1.171 1.864
C -0.435 0.352 -0.653
C -4.670 0.255 -3.461
C -3.728 -0.380 -2.658
C 2.634 -2.880 0.062
C -1.638 -0.411 -1.250
C 1.701 -3.289 2.291
C 2.990 0.155 1.065
C 1.747 0.655 0.357
C 0.818 -0.430 -0.205
H 1.250 -2.834 3.172
H 2.086 1.314 -0.478
H -3.735 -1.470 -2.472
H -0.110 0.938 -1.473
H -1.881 2.362 -1.727
H 2.686 -0.981 2.899
H -3.503 3.413 -3.338
H 0.651 4.957 2.958
H -0.637 3.975 2.221
H -0.024 -2.317 0.506
H 0.856 1.118 2.335
H 0.952 -3.981 1.827
H 2.611 -3.810 2.573
H 0.241 -1.106 1.784
H 0.303 3.308 3.570
H 3.994 -1.598 1.824
H 3.429 -3.568 0.390
H 3.026 -2.185 -0.665
H -5.458 -0.311 -3.953
H 1.240 -0.795 -1.155
H 1.892 -3.487 -0.516

[2]
62
Properties=species:S:1:pos:R:3 method="wB97M-V/def2-TZVPD" orbital_gap_ev=9.32 max_force_ev_per_a=3.51 multiplicity=1 homo_energy_ev=-9.3 e_lumo_ev=0.00 relative_energy_kj_mol=23.1 smiles="FC(F)C(F)(F)COC(F)(F)C(F)F.FC(F)C(F)(F)COC(F)(F)C(F)F.CCOS(C)(=O)=O.c1ccncc1"
S 0.763 2.017 -2.100
F -5.847 4.317 6.936
F 1.770 -6.645 0.021
F -6.651 -0.191 5.581
F -3.876 0.709 5.077
F -3.806 3.590 4.096
F -3.538 0.343 7.261
F -5.099 -1.674 6.478
F 2.255 -2.927 2.407
F -0.984 -3.178 0.949
F 0.216 -2.354 3.270
F 1.847 -4.808 -2.393
F -4.048 5.252 6.429
F 2.502 -7.399 -1.861
F -5.257 5.187 4.210
F 0.221 -6.102 -2.897
F -0.070 -4.861 1.918
O 0.893 -3.990 0.103
O 1.105 3.343 -2.604
O 0.384 1.024 -3.085
O -5.070 1.799 6.714
O 2.194 1.415 -1.273
N 4.836 3.889 -8.598
C 3.514 4.052 -8.295
C 1.444 -6.832 -1.221
C -4.115 2.910 6.816
C -4.746 4.146 6.228
C 4.238 -0.065 -0.915
C 0.890 -5.556 -1.862
C 0.232 -3.716 1.291
C 5.418 2.684 -8.447
C 3.407 1.739 -7.623
C -4.906 4.027 4.682
C -4.481 0.583 6.279
C -5.625 -0.478 6.481
C 4.785 1.577 -7.882
C 0.036 -4.792 -0.856
C 0.957 -2.617 2.160
C 3.054 0.417 -1.815
C 2.811 2.975 -7.794
C -0.387 2.116 -0.588
H -3.234 2.753 6.194
H -0.517 -4.061 -1.447
H 6.350 2.536 -8.972
H 1.766 3.006 -7.522
H 2.763 0.952 -7.257
H 1.014 -1.685 1.597
H 3.889 -0.642 -0.059
H -1.122 2.914 -0.684
H 4.659 0.840 -0.477
H 2.481 -0.481 -2.046
H 3.011 4.999 -8.425
H -0.661 -5.433 -0.316
H -0.776 1.098 -0.554
H 0.284 2.148 0.271
H -6.108 -0.308 7.444
H 5.249 0.602 -7.908
H -3.745 3.217 7.795
H 0.759 -7.678 -1.277
H 4.957 -0.791 -1.292
H 3.418 0.763 -2.782
H -5.701 3.322 4.440

[3]
44
Properties=species:S:1:pos:R:3 method="wB97M-V/def2-TZVPD" orbital_gap_ev=8.78 max_force_ev_per_a=0.61 multiplicity=1 homo_energy_ev=-8.1 e_lumo_ev=0.71 smiles="CSc1ccc(CN(C)CC(=O)NCc2ccc(F)cc2)cc1"
S -6.651 -0.596 0.306
F 8.008 -0.042 0.838
O 0.713 -1.902 0.383
N -0.204 1.507 0.372
N 1.853 -0.098 -0.361
C -0.744 2.563 1.206
C 0.020 0.288 1.129
C 4.512 -0.925 0.686
C 4.220 -0.619 -0.639
C 0.880 -0.701 0.349
C -6.622 -2.410 0.272
C 5.783 -0.733 1.193
C -2.403 0.790 -0.594
C 6.763 -0.233 0.353
C -3.941 -1.034 -0.214
C 5.222 -0.116 -1.456
C -2.666 -0.570 -0.488
C -4.730 1.232 -0.153
C 6.503 0.078 -0.968
C -4.981 -0.133 -0.044
C 2.820 -0.822 -1.156
C -3.455 1.684 -0.424
C -0.999 1.282 -0.839
H 0.573 0.549 2.037
H 3.733 -1.321 1.320
H 5.005 0.124 -2.487
H -1.867 -1.285 -0.625
H -1.709 2.307 1.662
H -1.025 2.231 -1.381
H -5.545 1.928 -0.026
H -5.982 -2.789 1.064
H 2.539 -1.878 -1.082
H -0.030 2.779 2.002
H -0.460 0.551 -1.448
H -7.647 -2.721 0.446
H 7.292 0.464 -1.594
H -6.291 -2.757 -0.703
H -0.869 3.461 0.602
H 2.753 -0.508 -2.203
H 1.895 0.910 -0.334
H -4.102 -2.097 -0.138
H 6.024 -0.968 2.217
H -3.278 2.746 -0.516
H -0.909 -0.216 1.436

[4]
49
Properties=species:S:1:pos:R:3 method="wB97M-V/def2-TZVPD" orbital_gap_ev="6.84 / 6.62" max_force_ev_per_a=0.42 multiplicity=2 homo_energy_ev="-6.6 / -7.5" e_lumo_ev="0.24 / -0.84"
Hg -1.253 -0.204 -0.707
S -0.120 -2.619 -0.312
N 1.098 0.199 3.811
N 1.810 -1.109 -1.592
N 1.902 -3.332 -1.841
N -0.266 2.229 -0.580
N -0.094 -0.361 4.057
N -0.032 0.122 1.964
N 1.126 0.478 2.559
N 1.168 -0.023 -1.119
C 1.822 1.070 -0.980
C 5.136 2.288 -2.309
C -0.970 3.252 -0.111
C -0.471 -0.813 5.388
C 4.185 0.335 -0.580
C 3.286 1.188 -1.215
C 1.252 -2.266 -1.307
C 5.547 0.474 -0.791
C -0.390 4.378 0.447
C -0.115 -2.281 5.646
C -0.777 -0.390 2.910
C 1.068 2.259 -0.508
C -0.793 -3.209 4.641
C 1.396 -2.493 5.652
C 0.993 4.421 0.523
C 3.773 2.158 -2.087
C 6.027 1.452 -1.653
C 1.731 3.354 0.046
H 1.492 -4.243 -1.762
H 1.825 -2.266 4.675
H 1.886 -1.852 6.388
H 1.633 -3.530 5.891
H -0.507 -2.501 6.644
H 3.076 2.810 -2.601
H -1.877 -3.074 4.635
H -1.766 -0.798 2.794
H 1.495 5.278 0.954
H 6.239 -0.182 -0.279
H 2.642 -3.156 -2.499
H 3.811 -0.424 0.093
H 0.046 -0.165 6.093
H -1.005 5.191 0.807
H 2.809 3.351 0.122
H -2.048 3.162 -0.190
H -1.545 -0.658 5.491
H -0.589 -4.250 4.890
H 5.501 3.045 -2.992
H -0.418 -3.037 3.629
H 7.092 1.558 -1.817